1.
Computed, not measured: one molecule with the formula C20H23ClO4S in a non-equilibrium geometry, with ωB97M-V with the def2-TZVPD basis set.

The gap between HOMO and LUMO comes out at 8.87 eV. As for the energy above the lowest of the compared OMol25 structures with the same formula, charge and spin: 4.43 kcal/mol. The HOMO energy comes out at -8.524 eV. The calculation puts the LUMO energy at 0.346 eV. Its net charge is 0. For the molar mass, the calculation gives 394.9 g mol⁻¹. The largest force on an atom comes out at 2.27 eV Å⁻¹.

Geometry as XYZ:
```
49
Properties=species:S:1:pos:R:3:forces:R:3
Cl -5.787 -3.556 -4.604 -0.1776 -0.1116 -0.1379
S -2.013 0.410 1.060 0.0711 2.2704 -0.0477
O -1.664 -0.721 1.914 0.2414 -1.3229 0.7611
O 2.185 -2.111 -0.750 0.0270 0.1430 0.0288
O 1.618 0.058 -0.619 -0.0143 0.3338 -0.1134
O -1.806 -0.960 -1.181 -0.0075 -0.2395 -0.2008
C -0.444 -0.862 -1.521 0.5843 -0.0716 -0.1871
C -2.331 -2.059 -3.294 0.2283 0.1628 0.2310
C 2.492 -0.947 -0.810 -0.1244 -0.3780 0.0429
C -3.974 -1.729 -1.567 0.2730 0.0492 0.0026
C -4.588 -2.800 -3.613 0.2178 0.0793 0.0419
C -2.665 -1.586 -2.030 -0.2688 -0.0905 -0.1448
C 3.859 -0.457 -1.105 0.3185 0.1160 -0.0659
C 5.450 1.305 -1.455 0.0807 0.0725 -0.0176
C -0.535 2.540 5.692 -0.1989 0.0985 -0.1180
C -3.294 -2.667 -4.083 -0.2480 -0.0417 0.0593
C -1.157 1.744 3.382 -0.1351 0.0553 0.0881
C -0.419 0.936 0.243 -0.3792 -0.3270 0.1478
C -4.932 -2.333 -2.352 0.0772 -0.0083 -0.0756
C 6.150 -0.989 -1.601 0.0442 -0.0089 -0.0088
C -2.111 1.879 2.213 0.1275 -0.6265 -0.3353
C 4.862 -1.400 -1.320 -0.2263 0.0385 0.0485
C -1.511 2.686 4.532 0.2203 -0.1004 -0.0751
C 4.159 0.901 -1.173 -0.1136 -0.1455 0.0250
C 0.276 -0.301 -0.289 -0.5855 -0.5908 0.0414
C 6.445 0.364 -1.669 -0.0012 0.0264 -0.0004
H 0.223 1.424 0.971 -0.0269 0.0436 0.1030
H -0.023 -1.843 -1.773 -0.1048 0.1447 0.0020
H -1.328 -1.964 -3.678 0.1078 0.0276 -0.0098
H 0.477 2.785 5.376 0.1262 0.0088 0.0126
H -5.943 -2.445 -1.992 -0.0939 -0.0167 0.0212
H -2.523 2.467 4.880 -0.0732 0.0516 -0.0403
H -0.299 -0.175 -2.369 -0.0296 -0.0630 0.0635
H -3.142 1.883 2.567 -0.0864 -0.0028 -0.0586
H -1.200 0.709 3.730 0.1105 0.0335 0.0035
H -4.207 -1.364 -0.580 -0.0690 0.0388 0.1267
H 7.452 0.686 -1.889 0.0786 0.0257 -0.0162
H 0.287 -1.072 0.494 0.0294 0.1729 -0.1646
H 5.684 2.358 -1.509 0.0116 0.0759 -0.0025
H -0.538 1.518 6.064 0.0431 -0.1040 0.0786
H -3.034 -3.036 -5.063 -0.0027 -0.0366 -0.0817
H -0.682 1.626 -0.556 -0.0161 0.1419 -0.0838
H -0.808 3.204 6.509 0.0461 0.0323 0.1230
H -0.131 1.946 3.065 0.0498 -0.0686 0.0100
H -1.940 2.771 1.615 -0.0399 0.1458 -0.0965
H 3.378 1.627 -1.006 -0.0361 0.0628 0.0077
H 4.607 -2.447 -1.261 -0.0126 -0.0795 0.0016
H 6.927 -1.721 -1.767 0.0528 -0.0623 -0.0103
H -1.499 3.718 4.173 -0.0956 0.0452 0.0208
```
Forces are in eV/Å.

Löwdin population analysis, charges in e, atoms 1 to 4: 0.66, 0.94, -0.50, 0.13

***

2.
Computed, not measured: C19H21NO3 as an isolated structure in a non-equilibrium geometry, with ωB97M-V with the def2-TZVPD basis set.

The gap between HOMO and LUMO comes out at 6.88 eV. As for the energy above the lowest of the compared OMol25 structures with the same formula, charge and spin: 372.78 kcal/mol. The HOMO energy comes out at -7.860 eV. The calculation puts the LUMO energy at -0.983 eV. Its net charge is 0. For the molar mass, the calculation gives 311.4 g mol⁻¹. The largest force on an atom comes out at 16.41 eV Å⁻¹.

Geometry as XYZ:
```
44
Properties=species:S:1:pos:R:3:forces:R:3
O 0.248 1.325 -3.682 -3.3751 -0.9072 0.3114
O -2.334 -2.928 7.202 -5.2505 9.0594 -6.0031
O -2.350 2.363 -0.042 -0.1229 5.9175 1.4547
N -1.825 0.543 -0.808 1.0822 -7.0483 0.5768
C -2.826 -0.664 4.205 -1.9021 2.4377 2.0156
C 1.416 1.375 -4.256 5.5482 1.2663 4.0188
C 1.736 1.866 -5.535 -10.5468 -2.4843 0.6252
C 2.561 1.285 -3.325 1.7372 -0.2876 -10.3210
C 3.887 1.265 -4.050 0.5625 4.0742 3.9176
C -1.496 -2.852 4.769 5.8138 -0.1611 0.3902
C -1.220 -2.086 3.582 -6.0440 2.3096 5.7506
C -2.214 -2.320 5.844 0.1081 -2.5904 0.7893
C -2.907 -1.238 5.421 -3.7749 1.2620 5.6558
C -2.590 0.631 1.464 7.4835 -6.9856 -0.7476
C -0.013 0.808 -2.276 -4.1645 15.5627 -3.1279
C -1.698 -0.559 1.871 -6.9887 8.3900 1.4651
C 2.917 1.946 -6.038 2.8335 2.2792 -2.5523
C -1.954 -0.832 3.274 6.9043 -9.1750 -3.4754
C -1.559 0.964 -2.133 0.5281 -1.9546 -1.2051
C -1.592 -3.896 7.518 2.5461 -5.5593 -6.7611
C -2.097 1.243 0.265 -3.3473 0.6600 -1.9889
C 4.081 1.995 -5.278 -2.5639 -4.4149 1.4083
C 5.339 2.238 -5.953 0.9031 -5.8761 -0.8546
H 5.442 3.240 -5.998 1.3908 3.0846 -0.8179
H -3.213 0.249 4.068 -3.0481 3.2348 0.2281
H -1.891 -0.470 -0.579 0.3257 0.9058 -1.1195
H 2.361 1.172 -2.380 -0.1869 -1.0566 5.0557
H -1.895 -4.853 6.919 0.9773 1.0100 0.5110
H 4.816 1.347 -3.301 -1.8443 -0.7485 -1.6844
H 0.389 0.028 -2.144 5.1175 -11.3829 1.6914
H -1.885 2.063 -2.115 0.2872 -1.7699 -1.0200
H -3.648 -0.781 6.276 1.7787 -0.8500 -2.4387
H -0.615 -3.647 7.358 3.2152 -0.1396 0.1791
H -0.906 -0.938 1.315 0.9881 -0.8382 -0.8543
H -2.056 0.033 -2.923 1.0684 3.4837 2.0995
H -2.976 1.231 2.181 -1.7113 1.4149 2.0317
H 0.552 1.650 -1.621 -1.5759 -1.9745 -0.9328
H -0.545 -2.454 3.019 4.7382 -2.3888 -4.1816
H -1.895 -4.099 8.375 -1.3968 -2.2025 8.3191
H 0.550 1.869 -6.176 4.0578 0.3075 1.3179
H 5.440 1.544 -6.902 -0.6212 2.2527 0.9602
H 2.904 2.182 -7.089 0.5841 0.2333 -0.3571
H 6.042 1.626 -5.391 0.9073 1.1261 0.5769
H -0.481 -3.467 5.067 -3.0217 0.5241 -0.9070
```
Forces are in eV/Å.

Löwdin population analysis, charges in e, atoms 1 to 4: -0.07, -0.06, 0.06, -0.02

***

3.
Computed, not measured: one molecule with the formula C21H20O2 in a non-equilibrium geometry, with ωB97M-V with the def2-TZVPD basis set.

The gap between HOMO and LUMO comes out at 9.11 eV. As for the energy above the lowest of the compared OMol25 structures with the same formula, charge and spin: 31.48 kcal/mol. The HOMO energy comes out at -8.288 eV. The calculation puts the LUMO energy at 0.825 eV. Its net charge is 0. For the molar mass, the calculation gives 304.4 g mol⁻¹. The largest force on an atom comes out at 2.56 eV Å⁻¹. As for the SMILES: COc1ccc([C@H](Oc2cccc(C)c2)c2ccccc2)cc1.

Geometry as XYZ:
```
43
Properties=species:S:1:pos:R:3:forces:R:3
O -1.991 -4.643 -2.938 -0.4452 -0.4678 -0.6165
O -0.415 0.066 0.942 0.0288 0.2249 0.6349
C 0.175 2.391 4.498 -0.3196 -0.1203 -0.6705
C 0.886 1.190 4.313 -0.2154 0.7334 -0.3211
C -0.206 -1.337 -1.032 -1.1414 -0.1793 -0.8119
C -0.744 -2.422 -0.318 0.7774 -0.6174 -0.1252
C 0.779 0.507 3.088 -1.0754 -0.0223 -0.6482
C -0.898 -2.491 -3.123 -0.4383 0.1533 0.6266
C 2.093 3.050 -1.076 -0.8720 -0.1009 -0.0258
C -0.135 0.904 2.043 0.7493 1.1998 0.9594
C -0.063 1.527 -2.043 1.2599 0.6150 -0.2691
C 1.651 1.920 -0.380 0.4276 -0.2076 -1.0961
C 0.695 1.057 -0.945 -0.1724 1.5223 -0.1447
C -0.810 2.162 2.250 0.1524 -1.1036 0.1980
C -0.675 2.855 3.489 0.2805 -0.3831 -0.5926
C -1.390 -3.566 -2.374 0.7732 0.5409 0.2933
C 1.507 3.394 -2.310 0.1076 -0.6308 0.4237
C -0.359 -1.381 -2.458 1.0167 -0.2500 1.2001
C -2.487 -4.603 -4.316 0.3459 -0.1172 0.9671
C 1.730 0.732 5.488 -0.0368 -0.0262 -0.2621
C 0.436 2.619 -2.801 -0.2814 0.4112 0.8202
C 0.458 -0.218 -0.222 1.0916 -0.7609 0.9611
C -1.191 -3.568 -0.958 -1.0922 -0.0043 -1.4400
H -3.027 -5.559 -4.458 0.3808 0.6080 0.1493
H 2.848 3.673 -0.612 0.0326 0.0586 -0.1875
H 0.066 -0.586 -3.062 -0.1135 -0.2368 0.1016
H 0.295 2.967 5.428 -0.1635 -0.4078 -0.4578
H -0.975 -2.501 -4.211 0.0444 0.1243 0.3383
H -1.527 -4.467 -0.441 0.0633 0.4005 0.1318
H -3.182 -3.761 -4.440 0.2154 -0.1536 0.0023
H 1.998 -0.321 5.361 0.0998 0.1780 0.2303
H -0.064 2.953 -3.724 0.1588 -0.3339 0.5784
H 2.098 1.636 0.572 0.0803 0.0856 -0.2546
H -1.503 2.565 1.497 0.4216 -0.3990 0.3091
H -1.659 -4.536 -5.039 -0.2439 0.0065 0.2611
H 1.889 4.271 -2.845 -0.2866 -0.4559 0.0789
H -0.715 -2.441 0.770 0.1094 0.1760 -0.2023
H 1.145 0.864 6.418 0.3806 -0.1994 -0.4343
H 2.647 1.346 5.575 -0.3531 -0.3602 -0.0430
H -1.247 3.780 3.663 0.3247 -0.5099 -0.2826
H 1.328 -0.419 2.934 -0.0391 0.0153 0.1104
H -0.990 1.044 -2.327 0.2696 -0.0611 -0.1156
H 1.525 -0.653 0.125 -2.3024 1.0553 -0.3742
```
Forces are in eV/Å.

Löwdin population analysis, charges in e, atoms 1 to 4: -0.10, -0.06, -0.08, -0.28

***

4.
Computed, not measured: CHI2NO2 as an isolated structure in a non-equilibrium geometry, with ωB97M-V with the def2-TZVPD basis set.

The gap between HOMO and LUMO (alpha / beta) comes out at 8.18 / 7.82 eV. As for the energy above the lowest of the compared OMol25 structures with the same formula, charge and spin: 55.88 kcal/mol. The HOMO energy (alpha / beta) comes out at -9.585 / -8.747 eV. The calculation puts the LUMO energy (alpha / beta) at -1.408 / -0.928 eV. Its net charge is 0. For the molar mass, the calculation gives 312.8 g mol⁻¹. The largest force on an atom comes out at 3.10 eV Å⁻¹.

Geometry as XYZ:
```
7
Properties=species:S:1:pos:R:3:forces:R:3
I 0.902 2.086 -0.719 0.0167 -1.3767 0.3981
I 1.620 -0.807 1.405 0.3269 -0.3360 0.9952
O -2.301 0.614 -0.256 0.5041 -2.3337 1.6645
O -1.506 -1.169 0.923 -1.7027 0.1057 0.3984
N -1.573 -0.252 0.194 0.9889 2.0385 -2.1112
C 1.084 -0.093 -0.374 0.4753 2.2953 -1.4506
H 1.774 -0.380 -1.174 -0.6093 -0.3931 0.1056
```
Forces are in eV/Å.

Löwdin population analysis, charges in e, atoms 1 to 4: 0.61, 0.85, 0.06, 0.04

***

Which of these has the highest energy above the lowest of the compared OMol25 structures with the same formula, charge and spin?
C19H21NO3